C6H15N4S | ωB97M-V/def2-TZVPD

Results
- E_LUMO (alpha / beta) (eV) = -2.680 / -5.768
- charge = +1
- spin multiplicity = 3
- energy above the lowest of the compared OMol25 structures with the same formula, charge and spin (eV) = 0.000
- HOMO-LUMO gap (alpha / beta) (eV) = 6.868 / 7.649
- <S²> = 2.009
- HOMO level (alpha / beta) (eV) = -9.55 / -13.42
- F_max (eV/A) = 5.92

Last column: Mulliken spin population.
Positions of all 26 atoms, in Å:
C  0.665  0.110  0.624  0.029
C  1.540  -0.859  1.278  0.002
C  2.936  -0.520  0.831  0.002
C  2.656  0.101  -0.544  0.000
C  0.783  1.525  -1.453  0.012
C  -2.981  -1.723  -1.091  0.075
N  -2.735  -0.496  -0.149  1.094
N  -2.906  1.607  1.451  0.069
N  1.289  0.607  -0.451  0.040
N  -0.485  0.538  1.061  0.076
S  -2.062  1.255  0.227  0.531
H  1.190  -0.913  2.352  0.002
H  1.399  -1.838  0.763  0.004
H  3.548  0.209  1.341  0.000
H  3.684  -1.370  0.762  0.000
H  3.365  0.936  -0.760  0.001
H  2.638  -0.520  -1.331  0.001
H  0.502  2.496  -1.033  -0.003
H  1.495  1.824  -2.129  0.001
H  -0.174  1.135  -1.913  -0.002
H  -2.521  -1.578  -2.098  0.003
H  -2.465  -2.605  -0.664  0.035
H  -4.087  -1.885  -1.075  0.025
H  -3.103  -0.620  0.776  -0.031
H  -3.210  2.584  1.434  0.032
H  -0.959  0.000  1.790  0.002

Forces on the atoms, in the same order (eV/Å):
0.54 1.57 -1.71
-0.61 -1.91 1.57
2.14 -0.25 -0.86
0.65 2.70 1.93
-3.33 -0.02 1.63
-0.15 0.94 0.85
-0.81 -5.15 -2.81
-0.66 -0.30 -0.06
-0.18 0.28 0.75
-1.08 -0.06 0.20
2.08 4.57 0.01
1.16 -0.27 -0.99
-0.58 0.31 0.69
-0.59 0.43 0.92
-1.40 0.56 -0.03
-0.58 -0.57 0.10
0.54 -2.68 -2.83
-0.14 -0.19 0.52
1.80 -0.19 -1.86
1.31 0.27 0.10
-0.74 0.37 0.88
-0.38 0.43 0.19
0.91 -0.08 -0.40
-0.88 -0.71 0.79
0.20 -0.19 0.15
0.77 0.15 0.28